82
Properties=species:S:1:pos:R:3:forces:R:3:lowdin_charge:R:1 method="wB97M-V/def2-TZVPD" gap_ev=6.796 charge=+1 lumo_energy_ev=-3.85
C 3.2282 6.7037 1.0949 -0.2 0.2 -0.2 0.023
C 4.1562 5.7570 0.3994 0.5 0.0 -0.5 -0.530
O 5.2576 6.0277 -0.0052 -0.4 -0.2 0.4 0.122
O 3.6302 4.4986 0.2762 -0.2 0.1 0.8 -0.033
C 4.4830 3.4727 0.8229 0.2 -0.1 -0.7 -0.171
C 3.6356 2.2298 1.0927 0.3 -0.1 -0.4 -0.148
C 3.9507 1.4615 2.3820 -0.4 0.1 0.2 -0.199
C 4.1623 2.2880 3.6526 0.2 -0.4 0.3 -0.193
C 4.5695 1.3995 4.8582 0.1 0.3 -0.4 -0.183
C 6.0607 1.4896 5.1985 0.1 -0.3 0.2 -0.208
C 6.9426 0.6342 4.2867 0.4 0.0 0.0 -0.253
C 8.4198 0.8899 4.6223 -0.2 0.2 0.3 -0.406
S 9.5252 0.2617 3.3125 0.2 -0.6 0.2 1.118
H 3.2834 6.5211 2.1716 0.0 0.0 -0.1 0.094
H 2.1987 6.5249 0.7827 0.1 0.0 0.0 0.091
H 3.5217 7.7324 0.8906 0.0 -0.1 0.0 0.092
H 4.9743 3.8613 1.7161 -0.1 0.0 0.0 0.107
H 5.2618 3.2635 0.0846 0.1 0.0 0.1 0.125
H 3.8039 1.5434 0.2573 -0.2 0.0 0.1 0.115
H 2.5831 2.5109 1.0242 0.0 0.1 0.3 0.114
H 3.0905 0.8138 2.5868 0.1 -0.1 -0.1 0.115
H 4.7983 0.7815 2.2366 0.0 0.1 -0.1 0.098
H 4.9549 3.0315 3.5304 -0.2 0.1 -0.1 0.092
H 3.2375 2.8077 3.9109 0.1 0.1 -0.2 0.123
H 4.0124 1.7147 5.7399 -0.1 -0.2 0.0 0.115
H 4.3225 0.3609 4.6194 -0.2 0.0 0.3 0.116
H 6.2237 1.1540 6.2292 0.0 0.0 -0.1 0.124
H 6.4064 2.5273 5.1542 -0.1 0.0 0.0 0.117
H 6.7751 0.8644 3.2306 -0.2 0.1 0.1 0.093
H 6.7335 -0.4268 4.4458 -0.1 0.0 -0.1 0.131
H 8.6302 1.9480 4.7739 0.0 0.0 -0.2 0.102
H 8.7487 0.3416 5.5066 -0.1 0.1 0.0 0.099
H 10.3247 1.3107 3.0577 -0.1 0.2 -0.2 -0.001
H 8.7284 0.3460 2.2335 0.0 0.3 -0.1 -0.002
C -2.3731 1.5332 -0.8949 0.0 0.0 0.0 -0.043
C -1.4270 2.1004 -0.0482 0.0 0.0 0.0 -0.054
C -0.9397 1.3805 1.0295 0.0 0.1 -0.1 -0.009
C -1.4027 0.0932 1.2727 0.0 0.0 0.0 -0.083
C -2.3663 -0.4684 0.4327 0.0 0.0 0.0 -0.071
C -2.8405 0.2520 -0.6567 0.0 0.1 0.0 0.009
C -2.9136 -1.8303 0.6962 0.0 0.0 0.0 -0.262
O -3.7519 -2.3222 -0.0281 0.0 0.1 0.0 0.112
C -2.4042 -2.5658 1.8880 0.0 0.0 0.0 -0.079
C -2.9317 -3.8170 2.1804 0.0 -0.1 0.0 0.005
C -2.4672 -4.5228 3.2772 0.0 0.0 0.0 -0.049
C -1.4698 -3.9850 4.0831 0.0 0.0 0.0 -0.055
C -0.9424 -2.7372 3.7975 0.0 -0.1 0.1 -0.006
C -1.4103 -2.0200 2.7034 0.0 0.0 0.0 -0.085
C -0.8496 -0.6685 2.4284 0.0 0.0 0.0 -0.277
O 0.0310 -0.1993 3.1223 0.1 0.0 0.0 0.086
H -2.7474 2.0927 -1.7421 0.0 0.0 0.0 0.112
H -1.0691 3.1048 -0.2324 0.0 0.0 0.0 0.107
H -0.2018 1.8128 1.6910 0.0 -0.1 0.1 0.111
H -3.5736 -0.1921 -1.3131 0.0 -0.1 0.0 0.087
H -3.7041 -4.2259 1.5441 0.0 0.0 0.0 0.124
H -2.8824 -5.4951 3.5063 0.0 0.0 0.0 0.111
H -1.1072 -4.5407 4.9375 0.0 0.0 0.0 0.108
H -0.1707 -2.3063 4.4200 0.0 0.1 0.0 0.117
C -5.9058 -0.4864 -2.3803 -0.1 0.0 -0.1 -0.069
C -6.6467 0.3290 -3.2300 0.0 0.0 0.0 -0.052
C -6.8208 -0.0254 -4.5568 0.0 0.1 0.1 -0.002
C -6.2461 -1.1934 -5.0424 0.0 -0.1 0.0 -0.081
C -5.4874 -2.0021 -4.1937 0.0 0.0 -0.1 -0.074
C -5.3250 -1.6487 -2.8590 0.0 0.0 0.1 -0.005
C -4.8275 -3.2410 -4.6988 0.0 0.0 0.0 -0.276
O -4.1707 -3.9460 -3.9631 0.0 0.0 0.0 0.110
C -4.9964 -3.5792 -6.1415 0.0 0.1 0.0 -0.083
C -4.3574 -4.7037 -6.6489 0.0 -0.1 -0.1 -0.003
C -4.5102 -5.0427 -7.9823 0.0 0.0 0.0 -0.056
C -5.3067 -4.2635 -8.8148 0.0 0.0 0.0 -0.055
C -5.9430 -3.1400 -8.3159 0.0 -0.1 -0.1 -0.001
C -5.7861 -2.7903 -6.9804 0.0 0.0 0.1 -0.083
C -6.4611 -1.5625 -6.4716 0.0 0.0 0.0 -0.277
O -7.1584 -0.8842 -7.1944 0.0 0.0 0.0 0.109
H -5.7843 -0.2121 -1.3403 0.0 0.0 0.0 0.105
H -7.0925 1.2406 -2.8539 0.0 0.0 0.0 0.108
H -7.4004 0.5949 -5.2261 0.0 0.0 0.0 0.121
H -4.7467 -2.2833 -2.2020 0.0 0.0 0.0 0.099
H -3.7450 -5.3039 -5.9906 0.0 0.0 0.1 0.119
H -4.0098 -5.9173 -8.3763 0.0 0.0 0.0 0.107
H -5.4290 -4.5340 -9.8551 0.0 0.0 0.0 0.108
H -6.5629 -2.5244 -8.9526 0.0 0.0 0.0 0.121